Molecular formula: C21H20F3O5S
Method: DFT, ωB97M-V/def2-TZVPD

* E_HOMO: -0.2013 hartree
* E_LUMO: 2.04 eV
* gap between HOMO and LUMO: 7.5 eV
* E_tot: -51327.883 eV
* total charge: -1

Structure (XYZ):
```
50
Properties=species:S:1:pos:R:3:lowdin_charge:R:1
C -0.440 2.359 -0.898 -0.0091
C -1.116 3.714 -0.554 -0.4951
O -0.556 4.431 0.237 0.0843
O -2.282 4.191 -1.115 -0.0258
C -3.058 3.176 -1.763 -0.2319
S -4.028 2.121 -0.582 0.5184
O -3.196 1.658 0.546 -0.3834
O -4.626 1.033 -1.388 -0.3929
O -5.212 3.019 -0.140 -0.4259
H -1.102 1.467 -0.799 0.0814
H 0.066 2.401 -1.901 0.0680
H 0.397 2.208 -0.166 0.0953
H -3.847 3.716 -2.351 0.1185
H -2.495 2.563 -2.512 0.1087
F -5.995 3.278 6.654 0.0254
C -5.485 2.800 5.494 -0.3065
C -4.607 1.734 5.530 -0.0469
C -4.088 1.241 4.336 -0.0836
C -4.444 1.826 3.126 -0.0710
C -5.325 2.900 3.107 -0.0564
C -5.854 3.388 4.298 -0.0264
H -4.333 1.296 6.482 0.1033
H -3.404 0.400 4.351 0.0977
H -4.035 1.443 2.190 0.0631
H -5.598 3.357 2.162 0.0871
H -6.548 4.220 4.301 0.1081
F 0.040 0.976 -3.902 0.0582
C 0.946 0.055 -3.530 -0.2862
C 0.756 -1.267 -3.890 -0.0138
C 1.695 -2.217 -3.511 -0.0759
C 2.807 -1.838 -2.767 -0.1002
C 2.984 -0.508 -2.407 -0.0728
C 2.052 0.446 -2.794 -0.0219
H -0.120 -1.545 -4.463 0.1180
H 1.560 -3.254 -3.794 0.1041
H 3.535 -2.580 -2.468 0.0611
H 3.848 -0.213 -1.823 0.1067
H 2.180 1.488 -2.529 0.1121
F 5.449 -3.186 -2.328 0.0434
C 5.595 -3.904 -1.196 -0.2780
C 6.699 -4.725 -1.055 -0.0199
C 6.854 -5.461 0.112 -0.0871
C 5.899 -5.375 1.119 -0.0992
C 4.792 -4.550 0.962 -0.0761
C 4.640 -3.804 -0.200 -0.0130
H 7.428 -4.785 -1.854 0.1156
H 7.718 -6.102 0.237 0.1028
H 6.019 -5.954 2.027 0.0999
H 4.046 -4.487 1.745 0.1080
H 3.789 -3.150 -0.334 0.1096
```